1.
{"formula": "C39H39Br2N2O4PSn", "method": "ωB97M-V/def2-TZVPD", "gap_ev": [6.471, 5.660], "de_lowest_kj_mol": 153.2, "lumo_ha": [-0.26699, -0.27754], "charge": 2, "energy_ev": -207437.381, "symbols": ["C", "H", "H", "C", "C", "C", "C", "H", "C", "C", "C", "N", "C", "C", "H", "H", "C", "C", "C", "H", "H", "C", "C", "C", "H", "C", "H", "C", "N", "H", "C", "H", "C", "H", "Br", "C", "H", "Br", "H", "H", "C", "P", "H", "H", "H", "Sn", "C", "C", "C", "H", "O", "H", "H", "C", "C", "H", "C", "H", "H", "H", "H", "H", "C", "C", "H", "H", "C", "H", "H", "C", "O", "C", "C", "H", "C", "H", "H", "H", "H", "H", "H", "C", "O", "C", "H", "C", "C", "O"], "xyz": [[-3.579, 0.080, -2.334], [0.536, 1.481, 7.694], [-3.296, -0.532, 0.659], [3.354, 3.608, -2.683], [2.692, 1.617, 6.177], [-1.948, -0.058, 2.252], [-3.873, 1.379, -1.935], [-0.081, -5.247, 3.569], [1.267, -0.989, -5.648], [-2.885, 2.356, -1.925], [-0.336, -4.874, 2.588], [0.268, -3.559, 0.704], [0.871, 3.215, 5.534], [-1.525, -5.213, 1.959], [1.522, 3.720, 4.819], [-2.495, 2.031, 1.959], [-1.595, 2.045, -2.325], [1.488, 1.612, -3.119], [-1.303, 0.742, -2.743], [1.959, 1.840, -5.211], [1.240, 1.584, -0.978], [1.069, 1.106, 4.309], [-1.002, -0.288, -7.120], [-0.893, -3.863, 0.110], [-1.045, 0.938, 4.506], [0.530, -4.032, 1.913], [-2.064, -1.263, -3.019], [-2.295, -0.246, -2.732], [2.534, -1.339, -3.667], [2.747, 2.009, 7.191], [-0.906, 0.071, -5.783], [-1.709, 0.632, -5.326], [-1.819, -4.693, 0.704], [0.485, -0.014, 6.760], [3.443, 0.120, 1.078], [-1.148, -3.199, -1.233], [-1.764, -1.382, 0.533], [2.152, -3.456, 2.681], [-2.306, -1.005, 4.199], [-1.790, -2.124, 2.930], [2.688, 3.040, -1.603], [0.313, 0.297, -3.339], [4.344, -2.005, -3.714], [-0.833, 2.812, -2.341], [-3.436, -1.475, 2.926], [1.610, -2.176, -0.604], [-2.393, -1.235, 3.137], [1.964, 0.372, 2.212], [0.031, -0.983, -7.724], [3.034, 0.580, 6.202], [3.691, -1.729, -3.048], [0.982, 3.704, 6.502], [-2.775, 1.471, 3.612], [-2.809, 1.178, 2.565], [-2.218, -0.431, 0.793], [-2.224, -5.873, 2.455], [3.095, 3.175, -3.977], [-0.732, 1.251, 6.511], [-3.849, 0.956, 2.323], [-1.859, 0.327, 0.096], [1.963, -1.875, -7.464], [3.387, 2.203, 5.574], [1.760, 2.037, -1.816], [0.651, -0.040, 1.737], [4.080, 4.392, -2.515], [-0.034, -1.259, -8.768], [2.467, -1.428, -4.929], [3.297, -1.822, -5.519], [2.899, 3.377, -0.597], [-0.215, 0.773, 3.836], [-0.157, -2.452, -1.661], [0.224, -0.264, -5.036], [2.165, 0.914, 3.440], [-4.880, 1.633, -1.632], [1.159, -1.327, -6.989], [3.611, 3.627, -4.813], [-0.163, 3.333, 5.208], [-3.123, 3.367, -1.622], [3.164, 1.181, 3.750], [-1.881, -0.014, -7.686], [-4.344, -0.684, -2.331], [-0.486, 0.253, 2.595], [0.527, -0.665, 0.644], [0.322, 1.064, 6.710], [-2.741, -4.909, 0.183], [1.248, 1.724, 5.679], [2.169, 2.171, -4.202], [-2.188, -3.379, -1.810]]}



2.
{"formula": "C39H39InN3O8S", "method": "ωB97M-V/def2-TZVPD", "gap_ev": 7.873, "de_lowest_kj_mol": 6.5, "lumo_ha": 0.09326, "charge": -1, "energy_ev": -77940.038, "symbols": ["H", "H", "C", "C", "H", "N", "H", "C", "H", "O", "H", "C", "C", "H", "C", "O", "H", "C", "H", "H", "C", "C", "H", "N", "C", "C", "C", "H", "O", "H", "H", "C", "C", "H", "O", "O", "H", "H", "C", "H", "H", "C", "H", "N", "H", "O", "H", "H", "C", "In", "C", "C", "H", "H", "H", "H", "H", "C", "C", "O", "C", "H", "C", "C", "C", "C", "C", "H", "C", "H", "C", "C", "H", "S", "C", "H", "C", "H", "C", "H", "C", "H", "C", "O", "C", "C", "H", "C", "H", "C", "H"], "xyz": [[5.265, -0.444, 2.028], [-3.339, 0.490, -0.964], [-1.153, -0.503, 0.663], [0.402, -1.163, 5.354], [-5.027, 0.460, 2.396], [0.315, -2.705, -2.730], [-0.328, 6.621, 3.529], [-2.241, 3.172, -0.726], [4.893, -1.491, -3.323], [1.111, -1.306, 0.308], [2.154, -3.489, -1.245], [-0.490, 3.298, 1.526], [-0.449, 2.019, 0.671], [-4.746, 1.100, -0.089], [-0.036, -1.506, 1.062], [4.102, -0.196, -1.469], [2.044, -0.420, 2.498], [4.548, -0.140, -4.983], [-1.703, -2.390, 3.003], [0.145, 1.077, -1.873], [-1.137, 2.322, -0.671], [1.389, -1.974, -2.333], [0.496, -1.060, 6.428], [2.421, -2.676, -1.780], [-1.483, -4.608, -0.716], [1.272, -0.812, 3.136], [-1.323, -3.292, -0.299], [-1.931, -2.521, -0.745], [-2.427, -1.052, 1.000], [-4.816, -1.270, 2.051], [1.083, -3.742, 2.011], [-4.296, -0.338, 2.268], [-0.714, 1.730, -1.855], [1.047, 6.323, 1.484], [3.809, 0.711, 1.251], [0.881, 1.681, 0.584], [-1.067, -0.369, -0.425], [-2.981, 3.011, -4.030], [4.533, -0.537, -3.675], [-1.910, 2.682, 3.013], [-2.592, 3.643, 0.184], [-1.193, 4.662, 3.390], [0.953, 4.195, 0.235], [4.053, 0.260, -2.702], [-1.497, -2.164, 5.449], [4.021, -1.459, 0.814], [2.267, -0.192, 4.925], [-1.791, 4.776, 4.286], [-3.349, 0.005, 1.135], [2.232, 0.344, -0.249], [-1.373, 1.972, -3.054], [-0.410, -2.958, 0.695], [3.051, 2.859, -4.524], [-1.011, 1.501, -3.960], [-1.744, -2.281, -2.747], [-3.723, -0.451, 3.187], [0.221, -3.640, -2.371], [-1.254, 3.470, 2.672], [-0.715, -1.780, 4.804], [-2.591, 1.147, 1.481], [-0.374, 5.695, 2.969], [4.012, 1.456, -6.335], [0.395, 5.528, 1.822], [0.201, -5.298, 0.837], [0.161, -1.420, 2.578], [4.385, -0.422, 1.363], [0.349, -3.984, 1.254], [3.085, -2.088, -1.284], [-2.902, 3.418, -1.919], [0.808, -6.075, 1.287], [-0.843, -2.085, -3.330], [4.020, 1.113, -5.308], [4.952, -0.805, -5.732], [2.857, 2.388, -1.679], [-0.831, -1.908, 3.429], [-4.632, -0.633, -0.473], [1.393, -0.682, 4.514], [-1.001, -2.445, -4.350], [-2.472, 2.816, -3.094], [-3.754, 4.087, -1.931], [-1.191, 0.863, 1.373], [-0.762, 0.780, 2.377], [-4.066, 0.254, -0.186], [1.452, -0.758, -2.526], [-0.719, -5.620, -0.152], [3.500, 1.899, -4.314], [-2.213, -4.842, -1.483], [0.339, 4.341, 1.115], [-0.841, -6.646, -0.477], [3.505, 1.484, -2.970], [-0.676, -1.012, -3.357]]}



3.
{"formula": "C39H39N6OP2RuS", "method": "ωB97M-V/def2-TZVPD", "gap_ev": [6.165, 6.744], "de_lowest_kj_mol": 59.2, "lumo_ha": [-0.21229, -0.23248], "s2": 8.8108, "spin_multiplicity": 6, "charge": 2, "energy_ev": -84044.394, "symbols": ["C", "Ru", "N", "H", "C", "N", "H", "H", "H", "H", "H", "C", "H", "C", "C", "S", "H", "C", "H", "H", "C", "C", "H", "N", "C", "C", "C", "C", "H", "H", "H", "C", "C", "P", "H", "H", "H", "H", "C", "C", "H", "C", "C", "H", "H", "C", "C", "H", "C", "C", "H", "C", "C", "C", "C", "H", "H", "C", "H", "C", "H", "H", "H", "N", "H", "H", "C", "C", "C", "C", "H", "H", "N", "C", "H", "C", "H", "H", "C", "P", "H", "C", "C", "C", "C", "H", "H", "N", "O"], "xyz": [[3.982, 1.139, 2.267], [1.762, -0.012, 0.086], [3.876, 0.377, 1.175], [0.470, 3.618, 2.359], [0.458, 0.038, 4.301], [1.168, -0.801, 2.185], [0.893, 4.321, -2.186], [5.533, -1.877, -0.480], [2.139, 0.841, -5.807], [1.721, -2.772, 2.061], [2.051, -4.935, -2.505], [-0.580, -3.086, -0.368], [-7.575, -1.698, -0.473], [-6.238, -0.026, -0.352], [-0.420, -4.461, -0.244], [2.318, 2.436, -0.880], [-0.599, 2.846, 3.532], [-1.857, 4.111, 0.932], [0.635, -6.200, -0.921], [-5.782, -3.367, -0.125], [1.358, -1.995, 2.725], [4.985, -0.179, 0.684], [-7.014, 0.711, -0.511], [0.239, 3.914, -1.537], [-0.563, -1.362, -4.140], [0.195, -2.367, -1.273], [-2.621, 4.237, 2.039], [-4.238, -1.895, 0.054], [7.291, 0.984, 2.856], [-1.857, 2.838, -0.780], [-2.786, 5.219, 2.464], [5.179, 1.387, 2.906], [-2.256, 0.681, -2.325], [0.084, -0.548, -1.553], [-3.216, 1.007, -1.934], [-1.038, -5.014, 0.452], [-1.296, -2.007, -3.667], [-0.609, 4.429, -1.364], [-2.328, 1.648, 0.920], [-5.546, -2.312, -0.140], [-0.995, -2.057, -6.116], [-6.551, -1.378, -0.337], [-4.931, 0.393, -0.157], [3.451, -2.073, -1.441], [7.108, -0.456, 0.839], [0.712, 0.217, 2.946], [-1.585, 2.786, 0.283], [-1.305, -2.572, 0.241], [0.524, -5.127, -1.007], [0.467, 1.489, 2.262], [1.739, -2.507, -2.769], [-3.911, -0.539, 0.050], [1.320, -4.418, -1.897], [4.856, -1.024, -0.554], [1.196, 0.284, -3.962], [0.457, -1.378, 5.913], [0.729, -0.644, -7.181], [6.332, 0.813, 2.388], [0.086, 0.859, 4.900], [-3.047, 1.843, 2.074], [-3.826, 3.225, 3.534], [-1.708, 1.551, -2.699], [-3.465, -2.637, 0.216], [0.354, 1.386, 0.976], [-2.448, 0.023, -3.169], [1.808, 0.937, -3.348], [0.364, 2.765, 3.024], [0.714, 2.987, -0.697], [-3.216, 3.106, 2.650], [6.231, 0.015, 1.264], [-3.540, 0.985, 2.520], [-4.719, 1.453, -0.160], [-1.518, -0.016, -1.256], [0.587, -0.605, -6.109], [1.140, 2.807, 3.789], [1.160, -3.049, -2.028], [-1.424, 4.993, 0.475], [1.265, -3.242, 4.470], [0.223, -0.509, -3.362], [-2.146, -0.086, 0.359], [5.209, 2.010, 3.789], [0.658, -1.212, 4.863], [1.378, 0.232, -5.338], [1.110, -2.251, 4.067], [-0.386, -1.400, -5.510], [5.142, -0.426, -1.425], [3.065, 1.577, 2.638], [-0.088, 2.482, 0.244], [3.510, -1.480, -0.684]]}



4.
{"formula": "C39H40BrCaN4", "method": "ωB97M-V/def2-TZVPD", "gap_ev": 7.801, "lumo_ha": -0.07657, "charge": 1, "energy_ev": -135532.269, "symbols": ["C", "H", "C", "C", "H", "H", "H", "C", "H", "C", "C", "C", "H", "H", "H", "C", "H", "H", "H", "H", "C", "C", "H", "C", "H", "C", "H", "H", "H", "C", "C", "H", "C", "C", "H", "H", "C", "C", "H", "H", "Ca", "H", "H", "H", "H", "H", "C", "C", "C", "N", "H", "H", "H", "H", "C", "C", "C", "H", "C", "H", "C", "N", "H", "C", "N", "H", "C", "C", "H", "C", "C", "H", "N", "C", "C", "H", "C", "C", "C", "C", "Br", "C", "H", "C", "H"], "xyz": [[-1.919, 3.095, 1.130], [0.534, 1.511, 5.213], [-1.921, -0.706, 4.526], [0.831, 3.174, 0.420], [-2.752, -1.246, 4.962], [-3.952, 3.762, 0.873], [-2.137, -2.965, 2.954], [5.231, -2.836, -0.912], [3.602, 4.709, -0.943], [0.415, 3.297, 1.738], [-0.933, 3.259, 2.089], [-1.041, -3.357, 0.894], [-5.140, 1.504, -3.653], [0.979, 1.039, 2.839], [-5.653, 0.288, -1.547], [1.169, -3.690, -2.711], [4.522, -3.227, 1.107], [2.440, 5.423, 0.178], [-1.426, 0.377, 6.308], [-1.213, 3.374, 3.130], [3.263, 2.900, 1.094], [-2.300, -2.017, 2.429], [-2.743, 1.673, -4.382], [-4.344, 1.087, -3.051], [-4.951, -1.152, 0.129], [0.615, -4.548, -0.554], [4.415, -0.607, -4.181], [1.914, 4.889, -1.416], [4.278, 2.871, 0.697], [-4.631, 0.419, -1.876], [-0.244, -3.467, -0.396], [1.153, 3.436, 2.518], [1.859, -0.198, -1.168], [-1.508, 2.984, -0.202], [6.066, -3.519, -0.833], [2.021, -5.479, -1.872], [3.927, -1.225, -2.164], [-3.880, -0.944, 0.107], [-3.752, -3.062, 0.567], [0.716, -5.281, 0.236], [-0.251, -0.391, 0.046], [-1.007, 0.713, -2.921], [-3.376, -1.846, 2.497], [-3.685, -0.339, 0.999], [0.191, -1.846, -3.183], [-3.547, 3.312, 2.527], [1.336, -4.655, -1.725], [-3.380, 3.059, 1.481], [-1.180, 0.188, 5.271], [-2.315, 0.024, -1.485], [2.408, 2.529, -0.810], [-1.621, -4.282, 1.025], [0.931, 1.170, -2.528], [3.054, 1.913, 1.517], [-3.024, 1.185, -3.460], [2.655, 0.353, -3.460], [0.152, 0.559, 3.345], [5.698, -2.224, -2.892], [2.280, 3.263, -0.009], [2.496, 0.926, -4.366], [-0.101, 0.823, 4.674], [-1.901, -2.162, 1.017], [-2.260, 2.896, -0.976], [0.314, -2.641, -2.459], [-0.576, -0.287, 2.602], [-0.324, -3.324, 1.718], [3.015, -1.052, -1.093], [3.309, -1.823, 0.068], [0.118, 2.982, -1.596], [-0.168, 3.027, -0.552], [-3.595, -0.122, -1.125], [3.259, 3.625, 1.911], [-0.381, -2.514, -1.315], [-3.107, -2.268, 0.172], [1.755, 0.475, -2.368], [1.713, -3.731, -3.643], [2.575, 4.649, -0.582], [-2.052, 0.645, -2.641], [4.356, -2.682, 0.189], [3.716, -0.492, -3.362], [2.163, -1.631, 1.585], [-1.575, -0.939, 3.201], [-2.793, -2.561, -0.829], [5.023, -2.121, -2.052], [-3.811, 2.070, 1.307]]}



5.
{"formula": "C39H40ClN5OS5Ti", "method": "ωB97M-V/def2-TZVPD", "gap_ev": [2.958, 5.882], "de_lowest_kj_mol": 114.7, "lumo_ha": [0.13181, 0.13178], "s2": 2.0329, "spin_multiplicity": 3, "charge": -2, "energy_ev": -140406.784, "symbols": ["C", "H", "S", "H", "C", "C", "Cl", "N", "C", "C", "C", "C", "H", "C", "H", "H", "C", "H", "S", "C", "N", "H", "C", "H", "H", "S", "H", "H", "C", "H", "C", "C", "H", "C", "C", "H", "N", "C", "C", "C", "C", "H", "H", "H", "H", "S", "H", "C", "H", "H", "C", "C", "H", "C", "C", "N", "C", "H", "N", "H", "H", "C", "H", "C", "C", "C", "H", "C", "C", "H", "H", "H", "H", "C", "H", "H", "H", "H", "C", "Ti", "S", "H", "C", "C", "C", "H", "C", "H", "H", "O", "C", "H"], "xyz": [[2.651, 0.512, -1.841], [0.156, -0.500, 1.793], [0.057, 5.323, 3.949], [-1.866, 4.608, 5.158], [-2.012, 3.848, -3.323], [0.955, -4.462, 1.190], [0.240, -2.781, 3.161], [-8.095, -0.500, -0.128], [-2.972, 3.561, -2.342], [1.300, -4.826, -0.102], [4.996, -0.525, -2.950], [0.933, 2.725, 3.173], [-3.507, 2.339, -0.725], [-2.210, -2.795, -3.262], [3.129, -0.627, -0.107], [1.364, 1.796, 3.559], [0.512, -2.151, 0.502], [-3.928, 4.071, -2.334], [-0.415, 2.335, 2.062], [-2.865, -3.761, -1.164], [-4.765, 0.093, -2.949], [-2.870, -4.833, -2.996], [5.404, -3.268, -1.663], [-3.215, -4.586, -0.557], [0.679, -0.079, 0.142], [-3.602, 3.201, 3.483], [1.560, -4.093, -2.113], [-6.329, -0.197, 1.931], [-2.613, -2.528, -0.502], [1.625, 3.828, 4.863], [-2.709, 2.560, -1.421], [-4.845, 0.338, 0.634], [4.956, -1.285, 1.122], [0.826, 1.690, -2.353], [4.621, -0.896, -1.648], [-1.631, -0.732, -3.100], [-5.450, 0.291, 1.864], [5.455, -1.939, -0.896], [-5.614, 0.092, -0.516], [0.902, -2.555, -0.789], [1.280, -3.848, -1.095], [-2.035, 0.656, 2.461], [-4.791, 0.097, 2.601], [6.976, -0.520, -0.262], [5.893, -0.935, -3.398], [1.796, 1.836, -3.864], [-1.836, 2.481, 4.902], [-6.990, -0.236, -0.343], [7.362, -1.335, -1.776], [4.496, 0.597, -4.713], [0.078, -0.772, 0.737], [4.925, -2.192, 0.514], [-2.057, -2.849, -4.329], [-2.399, 2.007, 4.097], [0.676, 3.671, 4.343], [-2.163, -1.496, -1.265], [3.469, -0.358, -1.098], [-1.949, 4.404, 2.231], [1.479, 1.023, -1.397], [3.896, -2.554, 0.505], [5.542, -2.951, 1.004], [3.034, 0.840, -3.157], [5.959, -4.043, -1.125], [-1.460, 1.303, 3.125], [-1.725, 5.186, 4.243], [-1.974, -1.628, -2.592], [-0.814, 0.620, 3.686], [-0.816, 3.188, -3.311], [4.204, 0.341, -3.700], [-2.214, 4.585, -4.094], [-0.002, 3.230, 5.074], [7.510, -2.211, -0.247], [5.836, -3.166, -2.661], [0.584, -3.155, 1.470], [0.902, -1.798, -1.567], [-3.308, 5.384, 2.771], [4.370, -3.599, -1.776], [1.583, -5.846, -0.327], [-2.578, 4.636, 3.087], [-1.780, 0.107, -0.100], [-2.830, -2.286, 1.184], [1.681, 3.166, 2.510], [-1.496, 1.829, -1.329], [-2.668, -3.886, -2.507], [6.912, -1.473, -0.792], [0.970, -5.183, 1.998], [-0.483, 2.224, -2.304], [-2.032, 6.205, 4.481], [-0.084, 3.435, -4.072], [-3.616, 0.628, 0.628], [-5.107, 0.099, -1.846], [-3.019, 1.247, 4.584]]}